{
  "formula": "C15H27Cl5GeNiS4SbSi3",
  "method": "wB97M-V/def2-TZVPD",
  "spin_multiplicity": 2,
  "homo_ev": [-0.9353, -1.7815],
  "largest_force_ev_per_a": 0.9,
  "charge": -2,
  "e_tot_ha": -9175.65725,
  "relative_energy_ev": 0.0000,
  "lumo_ev": [3.754, 3.753],
  "symbols": ["Ni", "S", "Sb", "S", "S", "S", "Cl", "C", "C", "C", "Cl", "C", "Cl", "C", "Cl", "C", "Cl", "C", "Si", "C", "C", "Ge", "Si", "C", "C", "C", "Si", "C", "C", "C", "H", "H", "H", "H", "H", "H", "H", "H", "H", "H", "H", "H", "H", "H", "H", "H", "H", "H", "H", "H", "H", "H", "H", "H", "H", "H", "H"],
  "xyz": [[-0.359574, -1.259818, -1.965234], [1.448132, -6.249269, -3.250213], [1.572085, -4.507708, -1.756612], [-0.618307, -3.407696, -1.846231], [1.770573, -1.127535, -1.464132], [2.176125, -5.046951, 0.392820], [-0.259590, 0.544238, -3.791491], [-1.949223, 0.077083, -3.604971], [-2.138048, -0.908605, -2.647952], [-3.454933, -1.336207, -2.499871], [-3.837396, -2.565908, -1.333736], [-4.501732, -0.783282, -3.242095], [-6.124603, -1.341729, -3.028986], [-4.248608, 0.232717, -4.161076], [-5.542227, 0.950722, -5.055739], [-2.943563, 0.677391, -4.351547], [-2.585302, 1.942136, -5.472303], [3.634105, -1.389016, 1.798244], [2.972000, 0.316414, 1.392025], [3.028489, 1.363149, 2.972603], [4.157624, 1.158758, 0.196557], [0.879209, -0.053224, 0.296524], [-0.007104, 2.118529, -0.188148], [1.045514, 3.074930, -1.416940], [0.071282, 3.100164, 1.431036], [-1.815379, 2.219907, -0.738066], [-0.602795, -1.157777, 1.809260], [-2.349643, -0.543091, 1.492382], [-0.117128, -0.503814, 3.519008], [-0.562180, -3.008311, 1.860339], [4.533198, -1.316800, 2.417939], [3.875402, -1.927397, 0.880714], [2.903803, -2.009977, 2.320740], [3.974095, 1.155872, 3.481767], [2.217873, 1.150595, 3.667719], [3.002380, 2.429666, 2.743316], [5.172879, 1.153042, 0.604265], [3.870198, 2.197510, 0.022139], [4.161349, 0.642142, -0.763528], [2.093505, 3.088164, -1.115977], [0.681358, 4.106722, -1.452478], [0.992997, 2.655442, -2.419909], [1.085397, 3.140033, 1.829512], [-0.564892, 2.646632, 2.195341], [-0.275739, 4.125873, 1.272688], [-2.229414, 1.258859, -1.039438], [-1.916211, 2.904468, -1.584695], [-2.429186, 2.599000, 0.081849], [-2.422933, 0.542051, 1.597969], [-3.044787, -1.004326, 2.200312], [-2.671180, -0.809891, 0.485257], [-0.161202, 0.586931, 3.565793], [0.897177, -0.809328, 3.781059], [-0.793465, -0.904140, 4.279612], [-0.944817, -3.428709, 0.930585], [-1.187425, -3.340760, 2.696786], [0.441834, -3.417871, 1.975206]],
  "forces_ev_per_angstrom": [[0.300, -0.754, -0.262], [-0.060, -0.050, 0.019], [0.124, 0.171, -0.081], [-0.090, 0.068, 0.048], [-0.375, 0.128, 0.198], [-0.011, -0.039, 0.047], [-0.340, 0.328, -0.157], [0.260, -0.043, 0.078], [-0.107, -0.110, -0.029], [0.055, 0.052, 0.133], [0.015, 0.072, -0.064], [0.057, -0.021, 0.021], [-0.046, 0.017, -0.008], [-0.032, 0.032, -0.013], [-0.021, 0.009, -0.036], [-0.031, 0.016, -0.034], [-0.006, -0.001, -0.021], [0.031, 0.009, 0.025], [-0.019, -0.086, 0.001], [-0.014, 0.011, -0.025], [0.040, 0.012, 0.018], [0.314, 0.166, 0.039], [-0.021, -0.028, 0.151], [0.011, 0.052, 0.005], [-0.016, 0.004, 0.004], [0.018, -0.007, -0.084], [0.066, 0.108, 0.025], [-0.049, -0.005, -0.012], [-0.016, 0.006, 0.017], [-0.046, -0.056, 0.021], [0.041, -0.028, -0.009], [-0.012, -0.035, -0.021], [-0.016, 0.017, 0.035], [0.035, 0.018, 0.032], [-0.030, -0.040, 0.023], [0.001, 0.040, -0.011], [0.036, 0.001, -0.005], [0.003, 0.035, 0.005], [-0.005, -0.029, -0.016], [0.027, 0.006, 0.023], [0.030, 0.032, -0.047], [-0.020, -0.031, -0.021], [0.026, 0.015, 0.001], [-0.014, -0.018, 0.005], [-0.019, 0.025, -0.005], [0.012, -0.048, -0.017], [-0.019, 0.022, -0.012], [-0.029, 0.018, 0.009], [0.011, 0.011, 0.013], [-0.027, -0.001, 0.011], [-0.016, -0.005, -0.021], [-0.002, 0.022, -0.003], [0.033, -0.033, 0.010], [-0.037, -0.009, 0.022], [-0.049, -0.016, -0.039], [-0.003, -0.048, -0.001], [0.049, 0.023, 0.015]]
}